[1]
Density functional theory data (ωB97M-V with the def2-TZVPD basis set) for a structure of composition C3H4LiO3Yb.

Computed properties:
- ⟨S²⟩: 0.774
- Total charge: +2
- 2S+1: 2
- Kohn-Sham gap (alpha / beta): 7.363 / 8.428 eV

The geometry in XYZ format:
```
12
Properties=species:S:1:pos:R:3:forces:R:3:nbo_charge:R:1
O -1.2392 -1.1688 0.0032 -0.1 -0.5 -0.3 -1.154
C -1.5658 -0.2168 0.9962 0.2 0.8 0.1 -0.165
C -0.3804 0.2035 1.8307 0.1 0.0 0.8 -0.119
O 0.5976 1.8490 1.3961 -0.4 -0.8 -0.3 -0.455
C 1.1567 1.8286 0.3113 -0.8 0.1 1.7 0.962
O 1.2407 1.0391 -0.5910 0.3 -0.6 -1.2 -0.808
Li -2.3411 -2.6114 0.0086 -0.3 -0.1 0.2 0.985
Yb 0.4203 -0.9261 -1.3200 0.7 0.3 -0.6 1.843
H -2.3004 -0.6538 1.6991 0.2 0.3 0.1 0.218
H -2.0415 0.6709 0.5473 0.0 -0.2 0.2 0.231
H 0.4282 -0.5381 1.8737 0.0 0.5 -0.1 0.203
H -0.6348 0.5496 2.8344 0.2 0.3 -0.4 0.258
```
Forces are in eV/Å.



[2]
Density functional theory data (ωB97M-V with the def2-TZVPD basis set) for a cluster of 2 separate species, C3H5Cl3 in total.

Computed properties:
- Kohn-Sham gap (alpha / beta): 7.428 / 7.431 eV

The geometry in XYZ format:
```
11
Properties=species:S:1:pos:R:3:forces:R:3:nbo_charge:R:1
C -0.1884 0.7782 1.1440 1.2 2.0 -1.5 -0.732
C 0.5435 -0.3581 -1.1355 0.3 0.1 -1.7 -0.507
C -0.1327 -0.3658 0.1538 -1.4 -0.2 1.4 0.311
Cl 2.2989 -0.7045 -0.8362 -0.3 0.3 -0.2 -0.034
Cl -0.0611 -1.9351 0.8614 -0.7 0.6 0.0 0.124
Cl -2.5643 -0.1569 -1.0929 1.9 -0.1 1.0 -0.498
H -0.4040 1.8397 0.6775 0.5 -2.4 0.7 0.267
H -0.8409 0.6223 1.9457 -1.7 -0.5 0.7 0.262
H 0.7483 0.8194 1.7671 -0.1 -0.1 -1.2 0.270
H 0.1568 -1.1232 -1.8209 0.2 0.1 0.5 0.277
H 0.4439 0.5839 -1.6638 0.1 0.2 0.2 0.260
```
Forces are in eV/Å.



[3]
Density functional theory data (ωB97M-V with the def2-TZVPD basis set) for a structure of composition C36H30N5O5S3W.

Computed properties:
- Total charge: -1
- Kohn-Sham gap (alpha / beta): 5.919 / 5.918 eV

The geometry in XYZ format:
```
80
Properties=species:S:1:pos:R:3:forces:R:3:lowdin_charge:R:1
W 0.2698 0.1160 -0.0008 0.0 0.3 -0.2 1.509
C -2.0801 -0.3689 3.8533 0.0 0.0 0.1 -0.032
C -1.0533 -0.6038 2.7687 0.1 -0.2 0.5 -0.233
N -1.2032 -0.0191 1.6150 -0.4 -0.3 -0.5 -0.090
N -2.5080 0.4674 1.4931 0.0 0.0 0.1 -0.096
C -2.8890 0.8432 0.3318 0.1 0.1 -0.2 -1.104
S -1.9754 0.8540 -1.0904 0.3 -0.3 0.2 0.720
S -4.5547 1.4598 0.2084 0.0 0.1 0.0 0.870
C -4.7094 2.2192 1.8581 0.0 -0.1 -0.1 -0.433
C -3.8548 3.4468 2.0142 0.0 0.0 0.0 -0.283
C -4.3833 4.7076 1.7481 0.0 0.0 0.0 -0.057
C -3.6004 5.8485 1.8594 0.0 0.0 0.0 -0.095
C -2.2675 5.7427 2.2353 0.0 -0.1 0.0 -0.098
C -1.7291 4.4890 2.4959 -0.1 0.0 0.0 -0.079
C -2.5161 3.3494 2.3904 0.1 0.0 0.1 -0.032
C 0.0214 -1.5239 3.0863 0.0 0.0 0.3 -0.103
C -0.0752 -2.3293 4.2437 0.0 -0.1 0.1 -0.059
C 0.9032 -3.2199 4.6092 0.0 -0.1 0.0 -0.116
C 2.0634 -3.3310 3.8214 -0.1 0.0 0.1 -0.103
C 2.1857 -2.5879 2.6806 0.0 0.0 0.1 -0.007
C 1.1554 -1.7019 2.2695 0.0 -0.1 0.4 -0.346
O 1.3248 -1.0739 1.1723 0.6 -0.6 0.1 -0.300
H -2.5352 0.6051 3.7346 0.0 0.0 0.0 0.049
H -1.6102 -0.4279 4.8331 0.0 0.0 0.0 0.072
H -2.8838 -1.1078 3.8023 0.0 0.0 0.0 0.099
H -4.4644 1.4530 2.5896 0.0 0.0 0.0 0.063
H -5.7682 2.4689 1.9363 0.0 0.0 0.1 0.068
H -5.4209 4.7937 1.4390 0.0 0.0 0.0 0.108
H -4.0295 6.8203 1.6436 0.0 0.0 0.0 0.095
H -1.6520 6.6304 2.3184 0.0 0.0 0.0 0.095
H -0.6858 4.3910 2.7737 0.0 0.0 0.0 0.093
H -2.0821 2.3721 2.5757 -0.1 0.3 0.0 0.087
H -0.9676 -2.2780 4.8531 0.1 0.0 0.0 0.093
H 0.7729 -3.8343 5.4921 0.0 0.0 0.0 0.088
H 2.8605 -4.0073 4.1117 -0.1 0.0 0.0 0.095
H 3.0559 -2.6592 2.0395 0.0 0.0 0.0 0.116
C 1.2369 4.3053 0.2177 0.1 0.1 -0.1 -0.056
O 1.0413 4.6652 -1.1490 -0.2 0.0 0.3 -0.069
C 1.1563 3.7343 -2.1399 0.2 0.2 -0.1 -0.200
C 1.4683 4.2489 -3.3797 0.0 0.0 -0.1 -0.019
C 1.5729 3.4320 -4.5091 0.0 0.0 0.0 -0.108
C 1.3637 2.0816 -4.3808 0.0 0.1 -0.2 -0.066
C 1.0422 1.5295 -3.1320 0.0 -0.1 -0.2 -0.164
C 0.7938 0.1169 -3.0578 0.3 0.5 -0.5 -0.110
N 0.4728 -0.5422 -2.0060 -0.5 -0.2 0.3 -0.194
N 0.1662 -1.8819 -2.2805 0.2 -0.1 -0.3 0.109
C -0.4059 -2.3919 -1.2458 0.0 -0.2 0.0 -0.462
O -0.6347 -1.7152 -0.1846 -0.3 -0.6 0.3 -0.203
C -0.7877 -3.8266 -1.2365 -0.1 0.0 0.0 -0.133
C -0.7493 -4.5255 -0.0343 0.0 -0.1 0.0 -0.010
C -1.0886 -5.8713 -0.0025 0.0 0.0 0.0 -0.085
C -1.4848 -6.5187 -1.1668 0.0 0.0 0.0 -0.107
C -1.5381 -5.8162 -2.3632 0.0 0.1 0.0 -0.095
C -1.1871 -4.4733 -2.3990 0.0 -0.1 -0.1 -0.031
C 0.9233 2.3455 -1.9962 0.1 -0.1 -0.3 -0.310
O 0.5996 1.8408 -0.8477 -0.1 1.3 -0.1 -0.402
H 1.0775 5.2226 0.7827 0.0 0.0 0.0 0.088
H 2.2650 3.9676 0.3763 0.1 0.0 0.0 0.092
H 0.5525 3.5368 0.5525 -0.1 0.0 0.0 0.065
H 1.6248 5.3198 -3.4430 0.0 0.0 0.0 0.112
H 1.8222 3.8644 -5.4701 0.0 0.0 0.0 0.091
H 1.4320 1.4227 -5.2409 0.0 0.0 0.0 0.104
H 0.8433 -0.4637 -3.9724 0.1 0.0 -0.1 0.125
H -0.4502 -4.0030 0.8666 0.0 0.0 0.0 0.115
H -1.0496 -6.4123 0.9353 0.0 0.0 0.0 0.098
H -1.7509 -7.5685 -1.1427 0.0 0.0 0.0 0.092
H -1.8647 -6.3126 -3.2699 0.0 0.0 0.0 0.095
H -1.2209 -3.9115 -3.3248 0.0 0.0 0.0 0.110
O 0.9259 1.4066 1.6201 -0.5 0.0 -0.2 -0.270
N 2.2030 1.6956 1.8209 0.3 -0.1 0.0 -0.167
C 2.4225 2.4079 2.9469 0.2 0.2 0.3 -0.035
C 3.6591 2.8692 3.2864 -0.1 0.0 0.1 -0.074
C 4.7279 2.5854 2.4265 0.1 0.1 0.1 -0.090
C 4.4987 1.8485 1.3064 -0.1 -0.2 -0.2 -0.100
C 3.2094 1.3555 0.9620 0.2 0.0 0.0 -0.628
S 2.9686 0.4055 -0.4212 -0.3 0.0 0.0 0.800
H 1.5276 2.5744 3.5281 0.0 0.0 0.0 0.135
H 3.7852 3.4368 4.1978 0.0 0.0 0.0 0.099
H 5.7253 2.9458 2.6501 0.0 0.0 0.0 0.103
H 5.3005 1.6057 0.6230 0.0 0.0 0.0 0.099
```
Forces are in eV/Å.



[4]
Density functional theory data (ωB97M-V with the def2-TZVPD basis set) for the molecule C3H2Cl2O.

Computed properties:
- Kohn-Sham gap (alpha / beta): 8.821 / 8.822 eV

The geometry in XYZ format:
```
8
Properties=species:S:1:pos:R:3:forces:R:3:nbo_charge:R:1
C -1.0479 -0.7591 0.0015 -1.6 0.5 -0.5 -0.252
C -0.2402 0.2337 0.1299 2.2 1.8 0.5 -0.170
Cl -0.9885 1.7239 0.5040 -0.3 1.3 0.3 0.019
C 1.2352 0.2814 -0.0189 3.0 -9.9 -1.9 0.342
O 1.9512 -1.0220 -0.2912 -4.6 8.6 1.8 -0.548
Cl 2.0035 1.7183 0.0426 1.0 0.8 0.0 0.177
H -2.0695 -0.4941 -0.0316 -1.1 0.0 0.5 0.210
H -0.8438 -1.6822 -0.3364 1.3 -3.1 -0.7 0.223
```
Forces are in eV/Å.



The following energy above the lowest of the compared OMol25 structures with the same formula, charge and spin values (in kcal per mole) correspond, in order, to the records above: 20.0, 50.5, 2.7, 68.2.